69
Properties=species:S:1:pos:R:3 method="wB97M-V/def2-TZVPD" de_lowest_kcal_mol=0.00 total_charge=+1 energy_ha=-3496.304847 gap_ev="5.63 / 5.63" spin_multiplicity=2 s_squared=0.75 lumo_energy_ev="-2.95 / -2.95"
Yb 0.213 -0.406 -0.418
S 0.672 -3.571 -0.889
O 2.102 -0.732 0.614
O -0.899 1.627 0.063
N 4.180 5.005 -1.827
N 3.653 3.311 -0.302
N 0.390 -1.222 -2.848
N -0.953 -1.979 1.423
N 0.824 -2.463 -3.317
N -1.897 -3.391 2.781
N 1.611 1.149 -1.836
N -2.461 -0.699 -0.786
N -2.882 -2.980 1.955
N 2.905 3.170 -2.545
N -5.159 -1.337 -0.964
N -0.627 1.584 2.388
N 1.690 -4.019 -4.600
N 0.380 0.842 2.146
N 1.558 -4.488 -3.328
C 4.730 -1.896 2.845
C -4.389 -1.831 -0.001
C -4.571 -0.532 -1.870
C -0.731 -2.786 2.447
C 1.308 0.591 3.087
C -1.276 1.894 1.232
C 2.195 2.129 -2.140
C 2.844 -0.824 1.620
C 1.059 -3.549 -2.480
C -2.287 -2.141 1.150
C -3.099 2.642 2.818
C -3.234 3.005 0.418
C -4.399 3.151 2.958
C 3.567 3.809 -1.547
C -3.255 -0.122 -1.682
C 4.375 -1.271 4.036
C 1.035 -1.939 -5.789
C 3.347 -0.324 4.018
C -5.065 3.587 1.839
C 2.469 -0.189 2.894
C -4.506 3.522 0.571
C -2.540 2.582 1.533
C 1.212 -2.799 -4.591
C -3.051 -1.516 0.109
C 4.038 -1.603 1.670
H -5.158 -0.190 -2.675
H 3.133 2.461 -0.062
H -2.567 2.238 3.683
H 4.279 3.676 0.392
H -0.526 -0.983 -3.237
H -0.018 -1.915 -6.078
H 1.383 -0.899 -5.642
H 5.546 -2.622 2.849
H 1.851 -5.435 -3.115
H 4.789 5.415 -1.125
H -4.862 -2.494 0.692
H 1.099 -0.492 -3.008
H 0.162 -2.869 3.041
H 4.377 -2.046 0.737
H 4.209 5.329 -2.811
H -4.820 3.181 3.948
H 1.152 1.023 4.082
H -2.776 2.923 -0.573
H -2.780 0.667 -2.292
H -6.102 3.894 1.883
H -2.075 -4.061 3.507
H -5.055 3.828 -0.276
H 1.570 -2.377 -6.644
H 4.896 -1.500 4.936
H 3.216 0.258 4.928

=====

56
Properties=species:S:1:pos:R:3 method="wB97M-V/def2-TZVPD" de_lowest_kcal_mol=20.60 total_charge=0 energy_ha=-1357.666319 gap_ev=8.27 lumo_energy_ev=0.68 smiles="CCOC(=O)c1cc2c(ccn2C)n1CC(=O)N(Cc1ccccc1)c1ccccc1"
O -2.319 -1.398 -1.578
O -0.378 -2.664 0.154
O 1.284 -3.024 1.630
N 4.174 0.903 -0.929
N -1.622 0.615 -0.832
N 1.151 -0.727 -1.180
C -0.028 -0.939 -1.973
C 1.350 2.117 0.929
C -5.478 1.804 0.355
C 0.846 -2.443 0.661
C -5.290 1.150 -0.850
C 0.228 1.334 0.690
C -4.026 0.751 -1.244
C 0.613 0.194 2.773
C -2.930 0.994 -0.423
C 2.850 -0.985 0.318
C 3.200 0.007 -0.597
C 3.747 1.577 -2.036
C 2.145 0.140 -1.517
C -0.134 0.371 1.621
C -0.566 1.573 -0.575
C 5.417 1.088 -0.238
C 1.730 0.976 3.003
C -1.420 -0.601 -1.405
C -1.203 -3.636 0.791
C -3.119 1.662 0.784
C 1.587 -1.427 -0.065
C -1.989 -4.379 -0.275
C -4.387 2.062 1.166
C 2.503 1.145 -2.437
C 2.097 1.939 2.079
H -2.281 1.864 1.434
H 0.327 -0.566 3.484
H 4.361 2.336 -2.481
H 5.233 1.220 0.830
H -6.466 2.114 0.659
H -0.103 -1.995 -2.255
H -0.567 -4.306 1.380
H 6.068 0.219 -0.370
H -4.519 2.575 2.108
H -0.999 -0.252 1.445
H -1.883 -3.107 1.470
H -2.516 -3.658 -0.895
H -1.320 -4.961 -0.903
H -1.036 2.562 -0.513
H 0.118 1.601 -1.428
H 3.394 -1.361 1.160
H 1.955 1.510 -3.283
H 1.639 2.866 0.205
H 5.923 1.971 -0.625
H -3.890 0.246 -2.186
H 0.088 -0.350 -2.891
H 2.968 2.555 2.252
H -6.133 0.952 -1.496
H 2.315 0.834 3.900
H -2.706 -5.047 0.195

=====

58
Properties=species:S:1:pos:R:3 method="wB97M-V/def2-TZVPD" de_lowest_kcal_mol=10.80 total_charge=0 energy_ha=-1467.231336 gap_ev=7.48 lumo_energy_ev=-0.52 smiles="[H]/N=c1/c(C(=O)NCc2ccc(C)cc2)cc2c(=O)n3ccccc3nc2n1C[C@H]1CCCO1"
O -2.446 -2.964 -0.372
O -2.636 2.324 2.573
O 0.168 3.237 -1.425
N -2.691 0.183 3.375
N -0.320 -1.187 0.355
N 1.041 1.560 -2.662
N 0.926 -0.845 -1.622
N -1.515 -1.562 2.298
C 7.434 2.387 -3.110
C 5.341 1.960 -4.437
C -0.115 1.031 -0.613
C 3.155 2.406 -3.534
C -1.024 -4.797 -0.657
C 5.127 2.806 -2.215
C 0.202 -0.385 -0.677
C -1.110 -3.268 -0.700
C -2.279 -1.128 3.268
C -0.126 -2.623 0.303
C -2.718 -2.037 4.267
C -1.102 -0.700 1.353
C 3.963 1.970 -4.573
C 3.753 2.822 -2.350
C -1.425 0.662 1.389
C 1.653 2.416 -3.653
C 5.942 2.377 -3.257
C -2.264 1.180 2.424
C -2.949 -3.949 0.517
C -0.906 1.508 0.382
C 0.385 2.048 -1.600
C -3.502 0.585 4.389
C -3.527 -1.627 5.280
C -3.935 -0.276 5.342
C -1.975 -5.141 0.492
H 7.727 2.022 -2.127
H 3.130 3.162 -1.536
H -1.144 2.562 0.411
H -3.757 1.635 4.359
H -1.396 -5.208 -1.596
H 1.349 2.086 -4.651
H -0.326 -3.004 1.304
H -0.011 -5.155 -0.491
H 7.906 1.770 -3.871
H -3.037 -3.523 1.523
H 5.956 1.622 -5.259
H -3.947 -4.221 0.162
H 3.514 1.640 -5.499
H 1.238 0.559 -2.653
H 0.907 -2.853 0.029
H -0.937 -2.856 -1.699
H -4.577 0.069 6.134
H -1.431 -5.210 1.433
H 1.268 3.426 -3.473
H -2.379 -3.056 4.176
H 7.812 3.405 -3.213
H -2.494 -6.082 0.325
H 1.121 -1.836 -1.620
H 5.580 3.135 -1.290
H -3.859 -2.322 6.036

=====

67
Properties=species:S:1:pos:R:3 method="wB97M-V/def2-TZVPD" de_lowest_kcal_mol=1.28 total_charge=0 energy_ha=-3075.368741 gap_ev="6.71 / 6.40" spin_multiplicity=4 s_squared=3.78 lumo_energy_ev="-1.38 / -2.03"
Re 0.526 0.407 -1.014
S -0.913 -1.165 3.476
S 3.074 4.373 -1.793
S -1.418 -2.230 -1.217
O -2.168 -1.256 -1.965
O -2.180 1.291 -5.726
O 0.653 -0.175 -2.951
O -0.899 -3.386 -1.896
O 1.974 -0.293 0.192
O 2.534 -1.788 1.740
N -0.456 1.431 0.591
N 1.600 -0.864 4.286
N -1.220 1.120 -3.282
N 1.561 2.089 -1.371
N -0.019 -0.364 5.830
N -0.236 -1.423 -0.456
N -1.098 1.271 -1.949
C -0.055 1.541 1.853
C -0.090 -0.762 -7.823
C -2.431 -2.811 0.112
C -1.935 2.899 2.394
C -2.357 2.785 1.074
C 0.768 -0.904 -5.597
C -0.768 2.277 2.787
C -2.575 -4.169 0.332
C 0.845 -1.271 -6.920
C -1.596 2.054 0.187
C -0.233 -0.033 -5.145
C -1.923 1.942 -1.231
C 0.660 -2.269 0.333
C 2.212 3.060 -1.550
C -3.074 -1.888 0.927
C -4.893 -4.165 3.345
C 0.939 -0.147 6.894
C 0.297 -0.789 4.587
C -1.087 0.092 -7.403
C 1.815 -1.434 0.830
C -0.268 0.312 -3.731
C -3.868 -2.333 1.964
C -4.030 -3.698 2.206
C -1.180 0.466 -6.062
C -3.376 -4.604 1.380
H -2.146 1.439 -4.756
H 1.618 -1.949 -7.254
H 1.640 0.651 6.639
H -5.944 -3.941 3.152
H -0.038 -1.043 -8.867
H 1.075 -3.083 -0.272
H -4.615 -3.662 4.272
H 2.311 -0.746 4.987
H -3.488 -5.667 1.558
H -0.408 2.332 3.803
H 0.404 0.153 7.790
H -1.821 0.488 -8.091
H -2.063 -4.869 -0.315
H 1.476 -1.285 -4.875
H -2.931 -0.827 0.754
H -3.261 3.268 0.729
H 0.864 1.030 2.109
H 0.161 -2.706 1.200
H -4.354 -1.614 2.613
H 1.504 -1.055 7.125
H -2.519 3.471 3.102
H 1.877 -1.262 3.391
H -4.801 -5.240 3.497
H -1.001 -0.394 6.043
H -2.796 2.419 -1.659